[1]
{"formula": "C4H8N2O", "method": "wB97M-V/def2-TZVPD", "e_homo_ev": -7.5, "de_lowest_ev": 4.429, "multiplicity": 1, "lumo_ev": 0.92, "energy_ha": -341.840866, "elements": ["N", "C", "O", "C", "N", "C", "C", "H", "H", "H", "H", "H", "H", "H", "H"], "xyz": [[1.999893, 0.079478, -1.219358], [1.566432, -0.517283, -0.116451], [2.075862, -1.606249, 0.351597], [0.435397, -0.160149, 0.703653], [-0.544735, 0.688701, 0.057294], [-1.804247, 0.820853, 0.762227], [-1.718577, 0.006423, -0.472085], [2.647809, -0.373035, -1.844665], [1.529646, 0.927495, -1.503220], [1.034257, -1.569915, 0.973163], [0.801092, 0.296139, 1.630952], [-1.904482, 0.279406, 1.702327], [-2.260228, 1.807996, 0.743691], [-1.751872, -1.075997, -0.358277], [-2.106254, 0.396140, -1.410854]], "atomic_forces_ev_per_a": [[-0.08, -0.06, 0.06], [-0.07, 0.14, -0.08], [-0.08, 0.03, 0.04], [0.07, 0.28, -0.11], [0.14, 0.02, 0.01], [-0.17, 0.10, 0.19], [-0.17, -0.13, -0.20], [-0.07, 0.03, 0.11], [0.06, -0.11, 0.05], [0.22, -0.22, 0.00], [-0.03, -0.12, -0.08], [0.04, 0.08, -0.15], [0.07, -0.16, -0.01], [0.02, 0.17, 0.00], [0.06, -0.06, 0.16]]}

[2]
{"formula": "C2H5IN2", "method": "wB97M-V/def2-TZVPD", "e_homo_ev": -8.7, "de_lowest_ev": 1.897, "multiplicity": 1, "lumo_ev": 0.54, "energy_ha": -486.287455, "elements": ["C", "C", "N", "N", "I", "H", "H", "H", "H", "H"], "xyz": [[1.586646, -1.225164, 0.084647], [0.777491, -0.119081, -0.475837], [-0.700033, 1.686895, 0.004603], [0.116755, 0.787624, -0.083742], [-3.951214, -0.128002, -0.320354], [2.534357, -1.165310, -0.260261], [1.608248, -1.035953, 1.103476], [1.175857, -2.180137, -0.289207], [-2.748883, 0.748013, 0.390124], [-0.399221, 2.631114, -0.153448]], "atomic_forces_ev_per_a": [[-2.89, 0.01, -1.24], [-0.60, 0.18, 0.50], [-2.42, 0.53, 0.88], [1.80, -0.93, -1.79], [0.42, 0.29, 0.33], [3.12, 0.21, -1.27], [-0.03, -0.63, 2.21], [0.08, 0.37, 0.73], [-0.36, -0.27, -0.40], [0.86, 0.23, 0.05]]}

[3]
{"formula": "C11H12FeN2O5S", "method": "wB97M-V/def2-TZVPD", "e_homo_ev": [-8.6, -8.1], "multiplicity": 5, "lumo_ev": [0.28, 0.28], "energy_ha": -2574.052110, "elements": ["Fe", "O", "C", "O", "C", "C", "C", "C", "C", "N", "C", "O", "O", "H", "H", "H", "C", "S", "C", "O", "H", "H", "H", "H", "H", "H", "C", "C", "N", "H", "H", "H"], "xyz": [[0.092359, -0.476896, -0.403104], [2.820489, 0.488702, -3.282280], [2.006920, 0.460394, -2.380440], [1.465528, -0.581537, -1.837331], [1.528131, 1.758901, -1.750762], [1.884671, 3.044504, -2.115396], [1.329381, 4.098276, -1.395832], [0.458538, 3.849126, -0.339137], [0.162816, 2.530178, -0.040234], [0.694932, 1.545799, -0.747263], [-0.715803, 2.028161, 1.099701], [-1.279394, 2.835277, 1.820171], [-0.719017, 0.745791, 1.176554], [2.571528, 3.192556, -2.936502], [1.578484, 5.118812, -1.658288], [0.012708, 4.637122, 0.251034], [1.808886, -2.371966, 3.320553], [0.803599, -1.104782, 2.579470], [2.059404, 0.148994, 2.410442], [0.586818, -1.666571, 1.170108], [2.746011, -2.469544, 2.775465], [1.237792, -3.295778, 3.256820], [1.981660, -2.112040, 4.364726], [2.214354, 0.617166, 3.382139], [1.663752, 0.879638, 1.710454], [2.975609, -0.299940, 2.029586], [-3.907501, -1.248480, -2.750165], [-2.704912, -1.027299, -1.953786], [-1.768461, -0.842521, -1.325416], [-3.645986, -1.778016, -3.663815], [-4.356973, -0.290510, -3.002465], [-4.618013, -1.841247, -2.178191]], "atomic_forces_ev_per_a": [[0.32, 0.36, 0.16], [-0.01, 0.02, -0.02], [0.01, -0.15, -0.03], [0.09, -0.23, -0.26], [0.01, 0.07, 0.02], [0.00, 0.01, 0.00], [-0.02, 0.00, 0.01], [0.03, 0.01, -0.03], [0.08, 0.06, -0.03], [-0.25, 0.02, -0.05], [-0.02, -0.17, 0.00], [0.01, 0.03, 0.02], [-0.34, 0.09, 0.14], [0.00, 0.02, 0.00], [0.01, 0.00, 0.01], [0.01, 0.01, -0.01], [0.10, -0.09, 0.07], [-0.42, -0.07, -0.32], [0.10, 0.03, -0.02], [0.25, -0.05, 0.28], [-0.01, -0.05, 0.00], [0.00, 0.00, 0.05], [0.04, -0.01, 0.00], [0.02, -0.02, 0.01], [0.00, 0.03, 0.04], [0.00, 0.03, -0.02], [0.15, 0.02, 0.08], [-0.17, 0.00, -0.05], [-0.01, 0.03, -0.08], [0.01, -0.01, 0.00], [0.00, 0.01, 0.01], [0.00, -0.01, 0.02]]}

[4]
{"formula": "C8H19NS2Si", "method": "wB97M-V/def2-TZVPD", "smiles": "CCN(CC)C(=S)S[Si](C)(C)C", "e_homo_ev": -7.9, "de_lowest_ev": 0.338, "multiplicity": 1, "lumo_ev": 0.61, "energy_ha": -1456.841653, "elements": ["S", "S", "C", "N", "C", "C", "C", "C", "C", "C", "C", "Si", "H", "H", "H", "H", "H", "H", "H", "H", "H", "H", "H", "H", "H", "H", "H", "H", "H", "H", "H"], "xyz": [[1.937485, -1.236019, -0.730042], [-1.030094, -1.419573, -0.350221], [0.343477, -0.681417, -1.028773], [0.194841, 0.489654, -1.645324], [-1.205322, 1.807552, -0.244146], [1.493329, 0.950315, -3.652279], [-1.060596, 1.210121, -1.640360], [1.296172, 1.279508, -2.218659], [0.242704, -2.950982, 2.270144], [0.799565, 0.145916, 2.149412], [-1.941351, -1.035866, 2.714880], [-0.351039, -1.274571, 1.740411], [-2.255506, 2.248014, -0.114112], [-1.257441, 1.024366, 0.459348], [-0.373061, 2.466222, 0.053156], [0.619734, 0.885622, -4.164117], [2.212645, 1.677560, -4.121349], [2.115212, 0.013600, -3.764997], [-1.011335, 1.813892, -2.521479], [-1.832434, 0.463198, -1.850729], [2.157409, 1.014267, -1.633939], [1.268653, 2.334253, -2.140606], [-0.478681, -3.730701, 2.353612], [0.900203, -2.817170, 3.155307], [0.869184, -3.227514, 1.415673], [0.874555, 0.137461, 3.181111], [0.566918, 1.152365, 1.856675], [1.851012, -0.026612, 1.821360], [-2.421367, -0.189053, 2.163295], [-2.624098, -1.899025, 2.766746], [-1.900773, -0.625380, 3.720006]], "atomic_forces_ev_per_a": [[-1.04, -0.50, -0.29], [-1.40, -0.93, 0.74], [3.69, 1.16, -0.04], [-0.09, 0.77, -0.54], [-2.10, 1.68, -0.74], [4.98, -0.63, 0.03], [-0.25, -1.38, 0.51], [0.86, -1.64, 0.63], [1.93, 0.93, -0.71], [1.34, -0.69, -1.99], [-0.91, 1.26, -0.84], [-0.65, -0.57, 1.03], [1.62, 0.16, -0.29], [0.27, -1.01, 0.62], [-0.57, 0.06, -0.34], [-2.52, -0.13, -1.75], [-1.04, -0.22, 0.31], [-1.16, 0.49, 0.19], [-0.29, 1.11, -0.08], [-0.25, 0.41, 0.27], [0.59, -0.21, 0.04], [-1.33, 1.16, 0.68], [-0.75, -0.28, 0.43], [-0.48, -0.43, -0.36], [0.38, -0.27, 0.26], [-0.12, 0.00, 2.44], [-0.48, 0.32, -0.29], [-0.83, -0.07, -0.08], [-0.31, -0.68, 0.27], [0.28, 0.30, -0.37], [0.62, -0.16, 0.26]]}